# 1
This record from the Open Molecules 2025 dataset describes C20H25N3O3PbS2 as an isolated structure at a distorted geometry. The level of theory is ωB97M-V/def2-TZVPD.

Summary:
HOMO-LUMO gap = 5.05 eV
Energy above the lowest of the compared OMol25 structures with the same formula, charge and spin = 211.6 kJ/mol
E_LUMO = -6.81 eV
Total charge = +2
HOMO level = -11.9 eV

Cartesian coordinates (Å):
C 1.648 -0.994 -5.665
C 1.729 -2.287 -6.076
H 2.127 -0.205 -6.270
H 1.067 -0.715 -4.772
C 1.090 -3.360 -5.347
C 0.800 -3.253 -4.023
H 1.067 -2.351 -3.451
H 0.340 -4.111 -3.503
C 2.508 -2.625 -7.348
H 2.927 -1.702 -7.781
H 1.867 -3.114 -8.101
H 3.347 -3.311 -7.120
C 0.740 -4.648 -6.093
H 1.635 -5.121 -6.534
H 0.027 -4.441 -6.916
H 0.266 -5.361 -5.399
Pb 0.450 0.854 2.942
O 0.175 1.029 0.777
C -0.771 0.691 0.041
O -1.931 0.503 2.882
C -2.526 0.374 1.810
O -3.809 0.113 1.866
N -2.085 0.470 0.481
C -4.340 0.110 0.524
C -3.183 0.144 -0.430
H -4.947 1.001 0.437
H -4.931 -0.787 0.437
H -3.254 0.916 -1.188
H -2.976 -0.825 -0.882
C -0.415 0.599 -1.322
C 0.878 0.741 -1.717
H -1.233 0.430 -1.982
H 1.712 0.921 -1.013
H 1.075 0.665 -2.801
C -0.678 -1.719 5.253
C -0.263 -0.428 5.832
N 0.026 0.669 5.147
C 0.365 1.841 5.830
C 0.307 1.603 7.167
S -0.165 -0.080 7.540
C 0.694 3.031 5.092
C 1.092 4.251 5.547
S 1.469 5.374 4.218
C 1.073 4.119 3.059
N 0.655 3.025 3.678
C 1.219 4.275 1.598
H 0.000 -2.487 5.611
H -1.675 -1.949 5.618
H -0.691 -1.725 4.170
H 0.522 2.362 7.888
H 1.180 4.477 6.592
H 0.603 5.109 1.274
H 2.257 4.514 1.380
H 0.937 3.387 1.045



# 2
This record from the Open Molecules 2025 dataset describes a 2-piece molecular cluster, C11H16ClFNO overall. The level of theory is ωB97M-V/def2-TZVPD.

Summary:
HOMO-LUMO gap = 9.14 eV
E_LUMO = -3.01 eV
Total charge = +1
HOMO level = -12.2 eV

Cartesian coordinates (Å):
C -2.757 -0.291 -0.244
N -1.954 0.035 0.982
C -2.566 -0.653 2.181
C -1.608 -0.935 3.355
O -0.238 -0.807 3.027
C 0.080 -1.217 1.746
Cl -0.469 -2.885 1.387
C -0.487 -0.238 0.750
H -2.329 0.245 -1.085
H -2.690 -1.363 -0.409
H -3.788 0.002 -0.073
H -2.051 1.038 1.114
H -3.378 -0.012 2.518
H -3.002 -1.578 1.818
H -1.806 -1.949 3.703
H -1.786 -0.250 4.177
H 1.163 -1.212 1.663
H -0.339 -0.561 -0.276
H 0.047 0.699 0.883
F 0.578 2.144 -0.763
C 1.551 1.569 -1.530
C 2.869 1.802 -1.204
C 3.848 1.194 -1.977
C 3.498 0.378 -3.044
C 2.161 0.167 -3.347
C 1.168 0.767 -2.584
H 3.118 2.449 -0.374
H 4.890 1.365 -1.745
H 4.268 -0.087 -3.643
H 1.886 -0.457 -4.186
H 0.119 0.640 -2.821



# 3
This record from the Open Molecules 2025 dataset describes a 2-piece molecular cluster, C25H34Br2N6O5P overall at a distorted geometry. The level of theory is ωB97M-V/def2-TZVPD.

Summary:
HOMO-LUMO gap = 5.72 eV
E_LUMO = 1.10 eV
Total charge = -1
HOMO level = -4.6 eV

Cartesian coordinates (Å):
C -4.424 -1.568 -0.101
C -3.890 -0.497 0.059
C -3.029 0.718 0.131
N -2.670 1.238 -1.024
C -1.850 2.336 -0.914
C -1.361 2.948 -2.152
C -1.764 2.390 -3.554
O -1.940 1.168 -3.726
O -1.890 3.192 -4.536
C -0.501 4.063 -2.099
C 0.087 4.727 -3.349
C 1.020 3.731 -4.161
O 1.260 2.524 -3.413
C 1.402 1.427 -4.205
O 1.823 1.446 -5.339
C 1.029 0.057 -3.589
C 1.494 -0.074 -2.086
C -0.142 4.617 -0.805
C 0.746 5.836 -0.628
Br -0.080 7.604 -0.490
C 2.075 5.730 -0.547
C 2.811 4.370 -0.669
Br 3.225 7.287 -0.267
C -0.629 4.032 0.364
C -1.485 2.867 0.361
N -1.879 2.378 1.587
C -2.622 1.301 1.423
N -3.062 0.666 2.632
H -4.760 -2.526 -0.481
H 0.661 5.650 -3.136
H -0.736 5.014 -4.035
H 2.005 4.242 -4.266
H 0.536 3.556 -5.137
H -0.055 -0.152 -3.686
H 1.553 -0.741 -4.158
H 2.383 0.553 -1.863
H 1.773 -1.143 -1.938
H 0.645 0.125 -1.403
H 3.720 4.426 -0.035
H 2.168 3.579 -0.245
H 3.065 4.217 -1.735
H -0.351 4.469 1.340
H -3.058 1.426 3.315
H -4.027 0.351 2.537
O -1.595 -3.188 1.205
P -0.174 -3.298 1.717
N 0.194 -4.784 0.933
C 1.031 -5.846 1.445
C 0.419 -4.639 -0.502
N -0.689 -3.550 3.359
C -1.316 -4.808 3.736
C -1.513 -2.438 3.830
N 1.519 -3.129 2.279
C 1.962 -3.410 3.635
C 2.070 -1.823 1.863
H 2.103 -5.616 1.370
H 0.850 -6.764 0.879
H 0.807 -6.094 2.481
H 1.421 -4.237 -0.712
H -0.313 -3.961 -0.945
H 0.312 -5.597 -1.018
H -2.076 -5.136 3.017
H -1.791 -4.727 4.717
H -0.572 -5.600 3.848
H -2.538 -2.495 3.449
H -1.087 -1.484 3.504
H -1.544 -2.417 4.924
H 1.572 -2.696 4.367
H 3.056 -3.364 3.672
H 1.694 -4.417 3.950
H 1.626 -0.999 2.433
H 1.865 -1.648 0.802
H 3.155 -1.793 1.988



# 4
This record from the Open Molecules 2025 dataset describes C25H28IN6O4S2Se2Zr as an isolated structure at a distorted geometry. The level of theory is ωB97M-V/def2-TZVPD.

Summary:
HOMO-LUMO gap = 8.05 eV
Energy above the lowest of the compared OMol25 structures with the same formula, charge and spin = 121.4 kJ/mol
E_LUMO = -2.34 eV
Total charge = +1
HOMO level = -10.4 eV

Cartesian coordinates (Å):
Zr -0.385 0.490 0.659
C 3.867 1.362 2.200
C 3.586 0.113 1.419
N 4.499 -0.842 1.414
C 4.270 -1.966 0.741
C 3.124 -2.192 0.001
C 2.904 -3.517 -0.677
O 1.666 -4.048 -0.195
C 2.151 -1.184 -0.037
C 0.937 -1.337 -0.924
N -0.318 -1.340 -0.264
C -1.388 -2.016 -0.845
C -1.386 -2.514 -2.156
C -2.464 -3.216 -2.667
C -3.590 -3.452 -1.894
C -3.639 -2.947 -0.604
C -2.560 -2.243 -0.111
I -2.709 -1.415 1.845
C 2.373 -0.015 0.713
O 1.477 0.987 0.736
H 4.303 2.123 1.548
H 4.588 1.138 2.983
H 2.950 1.766 2.628
H 5.049 -2.720 0.792
H 3.731 -4.187 -0.434
H 2.872 -3.400 -1.766
H 1.517 -4.921 -0.572
H 1.067 -2.173 -1.600
H -0.533 -2.326 -2.796
H -2.421 -3.570 -3.689
H -4.422 -4.021 -2.284
H -4.517 -3.096 0.009
O -0.009 2.626 -0.615
C -0.106 3.060 -1.983
C -1.077 2.186 -2.774
C -1.218 2.826 -4.172
O -0.015 2.818 -4.911
C -2.463 2.226 -2.135
Se -2.684 1.196 -0.453
C -0.587 0.728 -2.967
Se 1.190 0.322 -2.197
H 0.879 2.836 -0.294
H 0.877 3.009 -2.455
H -0.447 4.100 -1.992
H -1.633 3.835 -4.073
H -1.937 2.230 -4.738
H 0.478 3.631 -4.776
H -3.192 1.782 -2.812
H -2.765 3.256 -1.938
H -0.485 0.513 -4.028
H -1.294 0.028 -2.533
N -1.835 3.964 1.248
C -1.733 3.109 2.271
N -0.962 2.033 2.278
C -0.980 1.435 3.538
C -1.805 2.014 4.437
S -2.564 3.403 3.763
C -0.155 0.268 3.813
C 0.207 -0.126 5.052
S 1.036 -1.630 4.985
C 0.828 -1.644 3.251
N 0.250 -0.564 2.770
N 1.174 -2.733 2.569
H -1.509 3.635 0.351
H -2.593 4.624 1.255
H -2.024 1.694 5.442
H 0.034 0.371 5.991
H 1.580 -3.507 3.062
H 0.941 -2.879 1.598



# 5
This record from the Open Molecules 2025 dataset describes a 2-piece molecular cluster, CH3O3 overall at a distorted geometry. The level of theory is ωB97M-V/def2-TZVPD.

Summary:
HOMO-LUMO gap = 8.99 eV
Energy above the lowest of the compared OMol25 structures with the same formula, charge and spin = 12.3 kJ/mol
E_LUMO = 4.62 eV
Total charge = -1
HOMO level = -4.4 eV

Cartesian coordinates (Å):
O -0.831 -0.030 0.585
C -0.416 -1.188 0.280
O 0.718 -1.608 0.117
H -1.245 -1.938 0.061
H -0.086 1.247 -0.088
H 1.323 1.527 -0.636
O 0.536 1.989 -0.318



# 6
This record from the Open Molecules 2025 dataset describes C13H28N9O3P2Sn as an isolated structure. The level of theory is ωB97M-V/def2-TZVPD.

Summary:
HOMO-LUMO gap (spin up / spin down) = 6.08 / 6.16 eV
Energy above the lowest of the compared OMol25 structures with the same formula, charge and spin = 6.8 kJ/mol
E_LUMO (spin up / spin down) = -11.99 / -11.91 eV
Total charge = +3
HOMO level (spin up / spin down) = -18.1 / -18.1 eV

Cartesian coordinates (Å):
Sn 2.269 -0.175 -1.338
C -2.693 -1.986 -2.203
N -1.436 -2.468 -1.603
C -0.871 -3.676 -2.249
P -0.774 -1.924 -0.255
O 0.677 -2.060 -0.074
O -1.376 -0.489 0.000
P -0.678 1.006 0.164
O 0.794 0.883 -0.168
N -0.988 1.357 1.703
C -0.477 2.647 2.205
C -2.022 0.760 2.556
N -1.392 2.013 -0.862
C -2.726 2.575 -0.584
C -0.941 2.178 -2.252
N -1.515 -2.801 1.126
C -2.906 -3.180 1.118
C -0.719 -3.196 2.258
H -3.455 -2.766 -2.165
H -2.508 -1.743 -3.249
H -3.055 -1.099 -1.690
H -1.536 -4.528 -2.107
H 0.109 -3.904 -1.837
H -0.770 -3.481 -3.315
H 0.226 3.082 1.496
H 0.031 2.491 3.156
H -1.297 3.351 2.351
H -2.429 -0.138 2.103
H -2.839 1.466 2.715
H -1.591 0.515 3.527
H -3.000 2.417 0.456
H -3.479 2.111 -1.223
H -2.707 3.646 -0.782
H 0.138 2.063 -2.320
H -1.188 3.187 -2.577
H -1.436 1.471 -2.922
H -3.354 -3.026 0.143
H -3.439 -2.579 1.867
H -3.004 -4.223 1.431
H 0.275 -2.769 2.196
H -0.656 -4.292 2.276
H -1.238 -2.905 3.178
N 3.250 2.855 -0.549
C 4.043 3.852 -0.968
C 4.652 3.438 -2.134
C 4.170 2.154 -2.355
N 3.312 1.800 -1.387
H 2.682 2.812 0.280
H 4.121 4.776 -0.417
H 5.350 3.991 -2.738
H 4.399 1.475 -3.164
N 3.627 -0.535 0.523
C 4.415 -0.951 1.259
N 5.421 -1.380 1.975
C 5.290 -1.841 3.159
N 5.243 -2.259 4.266



# 7
This record from the Open Molecules 2025 dataset describes a 9-piece molecular cluster, C50H115F6N7O4 overall at a distorted geometry. The level of theory is ωB97M-V/def2-TZVPD.

Summary:
HOMO-LUMO gap = 8.57 eV
SMILES = CCOC(=O)C(F)(F)F.CCOC(=O)C(F)(F)F.CCN(CC)CC.CCN(CC)CC.CCN(CC)CC.CCN(CC)CC.CCN(CC)CC.CCN(CC)CC.CCN(CC)CC
E_LUMO = 0.59 eV
HOMO level = -8.0 eV

Cartesian coordinates (Å):
C -2.160 -0.376 2.126
C -2.105 0.593 0.945
O -0.809 0.619 0.332
C -0.548 -0.295 -0.592
O -1.199 -1.252 -0.868
C 0.826 -0.052 -1.251
F 1.551 0.863 -0.608
F 1.514 -1.192 -1.323
F 0.610 0.385 -2.508
H -1.265 -0.312 2.747
H -2.318 -1.401 1.801
H -3.022 -0.089 2.736
H -2.295 1.619 1.241
H -2.891 0.236 0.276
C -0.054 6.969 -7.638
C -1.074 6.077 -6.991
O -0.499 5.500 -5.794
C -0.910 4.290 -5.461
O -1.821 3.678 -5.930
C -0.051 3.703 -4.317
F 0.156 2.402 -4.516
F 1.117 4.313 -4.159
F -0.761 3.829 -3.170
H 0.950 6.552 -7.579
H 0.027 7.968 -7.203
H -0.328 7.103 -8.685
H -1.283 5.250 -7.671
H -2.020 6.557 -6.751
C -7.913 -1.074 6.607
C -7.046 0.085 6.091
N -6.084 -0.232 5.061
C -4.871 -0.960 5.459
C -4.166 -0.279 6.618
C -6.587 -0.594 3.770
C -7.551 0.411 3.173
H -8.680 -0.642 7.251
H -7.339 -1.804 7.175
H -8.394 -1.561 5.758
H -7.694 0.888 5.723
H -6.557 0.616 6.914
H -5.096 -2.012 5.679
H -4.224 -0.825 4.588
H -3.146 -0.634 6.754
H -4.150 0.801 6.464
H -4.711 -0.451 7.551
H -7.114 -1.570 3.822
H -5.760 -0.767 3.078
H -7.112 1.407 3.099
H -8.467 0.506 3.757
H -7.840 0.090 2.170
C 4.343 -1.309 0.389
C 5.186 -2.231 1.268
N 6.608 -1.911 1.246
C 7.387 -2.987 1.819
C 8.884 -2.842 1.709
C 6.974 -0.574 1.709
C 6.844 -0.361 3.197
H 4.851 -0.804 -0.434
H 3.997 -0.506 1.050
H 3.494 -1.791 -0.091
H 4.735 -2.220 2.277
H 5.155 -3.264 0.915
H 7.150 -3.029 2.910
H 7.036 -3.970 1.500
H 9.224 -1.896 2.133
H 9.373 -3.665 2.228
H 9.233 -2.855 0.672
H 6.295 0.072 1.147
H 7.975 -0.360 1.333
H 7.030 0.683 3.452
H 7.560 -0.970 3.755
H 5.864 -0.669 3.564
C 2.485 -5.665 -1.950
C 2.255 -4.260 -2.494
N 2.810 -4.045 -3.826
C 2.415 -5.025 -4.835
C 0.900 -5.096 -5.110
C 2.585 -2.657 -4.187
C 2.935 -2.272 -5.617
H 2.620 -5.660 -0.871
H 3.359 -6.148 -2.390
H 1.654 -6.319 -2.230
H 1.188 -3.974 -2.477
H 2.739 -3.522 -1.847
H 2.941 -4.821 -5.764
H 2.742 -5.984 -4.433
H 0.337 -5.133 -4.173
H 0.559 -4.194 -5.622
H 0.660 -5.992 -5.681
H 3.211 -2.050 -3.523
H 1.535 -2.339 -4.030
H 2.288 -2.728 -6.369
H 3.972 -2.531 -5.854
H 2.863 -1.193 -5.769
C 4.049 1.387 5.671
C 2.960 2.204 4.998
N 1.836 1.378 4.581
C 1.020 2.071 3.578
C 1.680 2.316 2.232
C 1.013 1.027 5.725
C 0.301 -0.298 5.543
H 4.821 2.015 6.114
H 4.528 0.781 4.901
H 3.680 0.681 6.416
H 2.548 3.009 5.642
H 3.447 2.732 4.180
H 0.728 3.050 4.021
H 0.080 1.536 3.433
H 2.639 2.827 2.273
H 1.047 3.032 1.696
H 1.697 1.374 1.693
H 1.619 1.008 6.630
H 0.242 1.802 5.900
H -0.238 -0.364 4.600
H 1.014 -1.127 5.574
H -0.380 -0.483 6.378
C 3.943 1.653 -3.939
C 4.500 0.948 -2.717
N 5.279 1.868 -1.870
C 4.528 2.339 -0.714
C 3.453 3.342 -1.094
C 6.604 1.341 -1.553
C 7.562 1.533 -2.720
H 3.254 2.446 -3.654
H 3.334 0.977 -4.550
H 4.752 2.062 -4.540
H 3.711 0.523 -2.079
H 5.071 0.081 -3.063
H 4.084 1.524 -0.122
H 5.236 2.860 -0.063
H 3.911 4.197 -1.592
H 2.687 2.899 -1.731
H 2.887 3.710 -0.234
H 6.600 0.276 -1.257
H 6.988 1.836 -0.655
H 8.571 1.225 -2.447
H 7.543 2.579 -3.031
H 7.228 0.981 -3.602
C -4.059 -4.925 -0.942
C -3.960 -5.384 -2.383
N -3.943 -4.296 -3.356
C -3.974 -4.757 -4.741
C -2.826 -5.682 -5.176
C -2.898 -3.319 -3.117
C -3.303 -1.897 -3.504
H -4.723 -4.071 -0.796
H -3.099 -4.689 -0.481
H -4.480 -5.737 -0.340
H -3.099 -6.072 -2.477
H -4.806 -6.039 -2.623
H -4.906 -5.292 -4.937
H -3.934 -3.852 -5.348
H -1.852 -5.203 -5.103
H -2.834 -6.591 -4.569
H -2.984 -6.028 -6.199
H -1.971 -3.545 -3.679
H -2.521 -3.279 -2.096
H -2.415 -1.259 -3.452
H -4.030 -1.484 -2.806
H -3.665 -1.839 -4.530
C -4.155 3.497 -0.632
C -3.895 4.434 0.547
N -4.832 4.361 1.655
C -4.741 3.089 2.383
C -3.529 2.995 3.306
C -6.199 4.646 1.211
C -7.113 5.021 2.362
H -3.279 3.208 -1.219
H -4.847 3.935 -1.358
H -4.610 2.544 -0.348
H -2.914 4.194 0.968
H -3.845 5.453 0.163
H -5.670 3.000 2.938
H -4.728 2.269 1.647
H -3.837 3.139 4.345
H -3.027 2.030 3.286
H -2.798 3.779 3.101
H -6.619 3.748 0.726
H -6.144 5.486 0.520
H -6.653 5.750 3.037
H -7.368 4.171 3.001
H -8.052 5.463 2.024



# 8
This record from the Open Molecules 2025 dataset describes one molecule with the formula C6H12O. The level of theory is ωB97M-V/def2-TZVPD.

Summary:
HOMO-LUMO gap = 10.30 eV
SMILES = CC[C@H]1[C@@H](C)[C@@H]1O
Energy above the lowest of the compared OMol25 structures with the same formula, charge and spin = 113.2 kJ/mol
E_LUMO = 0.97 eV
HOMO level = -9.3 eV

Cartesian coordinates (Å):
C -0.485 -2.345 -0.334
C 0.610 -1.278 -0.375
C 0.309 -0.209 0.656
C 0.470 1.291 0.478
C 1.020 1.934 -0.775
C -0.892 0.649 0.480
O -1.766 0.747 1.565
H -0.295 -3.167 -1.031
H -1.458 -1.906 -0.585
H -0.570 -2.763 0.675
H 0.673 -0.842 -1.380
H 1.590 -1.730 -0.175
H 0.451 -0.539 1.685
H 0.729 1.803 1.403
H 0.652 1.440 -1.681
H 2.116 1.901 -0.802
H 0.717 2.986 -0.830
H -1.379 0.579 -0.497
H -2.389 1.460 1.381



Quick rundown of molecular weight, same order as above: 626.8; 232.7; 689.4; 916.7; 63.0; 539.1; 992.5; 100.2 g/mol